Below is a structure of composition C30H34MnNO9 in a non-equilibrium geometry, with properties calculated with ωB97M-V/def2-TZVPD.

Atoms and positions in Å:
C -3.11 0.45 -3.80
C -1.81 0.97 -3.18
C -3.33 -0.98 -3.25
C -1.96 -1.41 -2.70
H -3.62 -1.58 -4.12
H -4.15 -0.98 -2.53
C -0.95 -0.31 -3.06
H -2.02 1.39 -2.19
H -1.33 1.72 -3.83
C 0.12 -0.22 -1.99
H -0.46 -0.53 -4.02
H -1.66 -2.35 -3.17
C -1.84 -1.62 -1.17
C -4.27 1.41 -3.55
C -3.09 0.48 -5.33
O -3.60 -0.37 -6.06
O -4.42 2.04 -2.52
O -5.11 1.51 -4.60
O -2.48 1.56 -5.83
C -2.59 1.71 -7.25
H -2.12 2.65 -7.48
H -3.65 1.72 -7.54
H -2.09 0.88 -7.76
C -6.17 2.44 -4.39
H -6.73 2.19 -3.49
H -6.80 2.37 -5.28
H -5.77 3.46 -4.29
O -0.39 -0.65 -0.77
H 0.54 0.80 -1.95
H 0.95 -0.87 -2.28
C -1.42 -3.03 -0.79
C -2.93 -1.06 -0.32
H -3.89 -1.59 -0.46
H -3.11 0.00 -0.55
H -2.66 -1.18 0.74
H -1.20 -3.08 0.29
H -0.53 -3.32 -1.37
H -2.22 -3.76 -1.01
Mn 1.18 0.11 1.00
C 3.11 -1.03 1.41
C 2.57 -1.27 0.09
C 2.59 0.01 -0.61
H 2.36 -2.25 -0.34
C 3.01 1.02 0.31
C 3.30 0.37 1.57
H 3.76 0.85 2.43
H 3.49 -1.80 2.08
H 2.52 0.16 -1.68
H 3.22 2.05 0.06
C -0.18 0.41 2.71
C 0.97 1.25 2.86
C 1.03 2.14 1.73
H 1.57 1.34 3.76
C -0.07 1.83 0.86
C -0.85 0.80 1.49
H -1.85 0.49 1.24
H -0.56 -0.28 3.47
H 1.71 2.98 1.63
H -0.36 2.42 -0.02
O 0.86 -1.25 5.53
C 1.80 -1.39 4.72
O 1.76 -1.80 3.52
C 3.16 -1.05 5.34
C 3.87 0.13 5.07
C 5.06 0.41 5.75
C 5.56 -0.49 6.70
C 4.87 -1.70 6.95
C 3.69 -1.97 6.27
N 6.73 -0.17 7.44
O 7.32 0.91 7.19
O 7.14 -0.97 8.31
H 3.50 0.84 4.34
H 5.62 1.33 5.56
H 5.26 -2.39 7.69
H 3.16 -2.90 6.45

* orbital gap (alpha / beta): 1.55 / 4.56 eV
* HOMO energy (alpha / beta): 1.3 / -1.7 eV
* net charge: -2
* multiplicity: 5
* total energy: -82893.209 eV
* energy above the lowest of the compared OMol25 structures with the same formula, charge and spin: 134.87 kJ/mol

These are the Löwdin partial charges, in e, on atoms 1 to 2: C -0.23; C -0.04


Below is a cluster of 6 separate species, C21H46O20P in total in a non-equilibrium geometry, with properties calculated with ωB97M-V/def2-TZVPD.

Atoms and positions in Å:
O 0.98 0.68 -0.90
C 1.64 0.56 -2.13
C 2.44 1.83 -2.52
O 1.87 3.00 -1.97
C 1.23 3.86 -2.88
O 0.25 4.58 -2.21
C -0.67 3.75 -1.49
C -1.45 2.74 -2.34
C -2.95 3.07 -2.52
O -3.61 1.87 -2.77
P -2.61 0.42 -2.56
O -1.40 1.48 -1.72
H 0.10 1.03 -1.10
H 2.36 -0.27 -2.05
H 0.92 0.32 -2.92
H 3.48 1.77 -2.16
H 2.47 1.89 -3.61
H 0.82 3.26 -3.70
H 1.94 4.60 -3.28
H -1.34 4.44 -0.97
H -0.11 3.18 -0.74
H -0.99 2.67 -3.34
H -3.34 3.54 -1.60
H -3.09 3.78 -3.35
H -3.59 -0.37 -3.26
H -3.25 0.19 -1.28
H -1.76 -0.74 -2.36
H -1.92 0.73 -3.80
C 2.89 1.57 4.90
O 2.12 2.54 4.19
C 2.51 2.72 2.92
O 3.42 2.14 2.40
O 1.73 3.64 2.37
C 1.95 3.81 0.95
H 2.46 1.50 5.89
H 2.84 0.61 4.39
H 3.93 1.88 4.97
H 1.70 2.89 0.43
H 2.99 4.07 0.76
H 1.28 4.61 0.64
C -1.03 -3.93 -0.37
O -1.75 -5.12 -0.74
C -2.84 -4.89 -1.46
O -3.24 -3.82 -1.81
O -3.42 -6.07 -1.73
C -4.61 -5.95 -2.51
H -0.18 -4.26 0.22
H -0.70 -3.39 -1.26
H -1.67 -3.27 0.22
H -4.40 -5.47 -3.47
H -5.36 -5.35 -1.98
H -4.97 -6.96 -2.66
C -2.47 6.01 3.32
O -3.50 6.79 2.71
C -3.44 6.80 1.38
O -2.62 6.24 0.71
O -4.46 7.53 0.91
C -4.52 7.57 -0.52
H -2.64 6.09 4.39
H -2.54 4.97 3.00
H -1.49 6.40 3.06
H -4.64 6.57 -0.93
H -3.61 8.02 -0.93
H -5.38 8.19 -0.76
C 5.00 -5.14 0.53
O 4.41 -6.34 0.02
C 3.44 -6.12 -0.88
O 3.10 -5.05 -1.30
O 2.92 -7.30 -1.21
C 1.78 -7.21 -2.07
H 5.72 -5.47 1.28
H 5.51 -4.58 -0.26
H 4.24 -4.51 1.00
H 2.05 -6.75 -3.02
H 0.99 -6.62 -1.60
H 1.44 -8.23 -2.22
C 1.59 -5.29 4.60
O 2.08 -4.41 3.59
C 1.37 -3.28 3.45
O 0.39 -3.00 4.10
O 1.94 -2.55 2.51
C 1.32 -1.27 2.27
H 2.26 -6.15 4.58
H 1.61 -4.81 5.57
H 0.57 -5.60 4.37
H 1.30 -0.69 3.19
H 0.30 -1.40 1.89
H 1.93 -0.78 1.52

* orbital gap: 6.58 eV
* HOMO energy: -4.4 eV
* net charge: -1
* multiplicity: 1
* total energy: -72760.825 eV

These are the Löwdin partial charges, in e, on atoms 1 to 2: O -0.09; C -0.23


Below is a cluster of 6 separate species, C18H30Br2O13 in total in a non-equilibrium geometry, with properties calculated with ωB97M-V/def2-TZVPD.

Atoms and positions in Å:
C -19.79 -13.92 2.27
C -20.93 -13.42 3.13
C -21.13 -14.22 4.44
O -20.96 -13.26 5.47
C -20.71 -12.04 4.95
O -20.51 -11.06 5.58
O -20.69 -12.10 3.62
H -20.12 -14.83 1.79
H -18.94 -14.12 2.92
H -19.42 -13.17 1.56
H -21.87 -13.36 2.57
H -20.39 -15.01 4.56
H -22.14 -14.62 4.45
C -27.92 -8.91 4.96
C -27.59 -9.52 6.32
C -26.20 -9.21 6.82
O -26.41 -9.00 8.21
C -27.71 -8.72 8.43
O -28.16 -8.37 9.47
O -28.42 -8.85 7.29
H -27.36 -9.34 4.13
H -27.84 -7.82 4.95
H -28.96 -9.14 4.74
H -27.80 -10.59 6.42
H -25.79 -8.30 6.36
H -25.44 -9.98 6.66
C -17.27 -10.50 1.03
C -18.44 -9.62 1.42
C -18.60 -8.30 0.65
O -19.98 -8.22 0.36
C -20.52 -9.44 0.47
O -21.64 -9.74 0.18
O -19.64 -10.31 0.98
H -17.39 -11.50 1.43
H -16.38 -10.12 1.55
H -17.03 -10.47 -0.03
H -18.54 -9.46 2.49
H -18.02 -8.20 -0.27
H -18.26 -7.43 1.22
C -23.16 -3.74 8.65
C -22.61 -5.14 8.80
C -22.66 -6.04 7.55
O -21.33 -6.59 7.48
C -20.50 -5.89 8.29
O -19.33 -6.09 8.36
O -21.17 -4.96 8.95
H -22.92 -3.32 7.67
H -22.65 -3.03 9.31
H -24.22 -3.57 8.84
H -22.96 -5.62 9.71
H -22.80 -5.59 6.57
H -23.39 -6.84 7.71
Br -20.71 -6.40 3.36
C -20.84 -8.20 4.18
C -22.09 -8.89 3.67
Br -23.66 -8.01 4.42
H -20.90 -8.08 5.26
H -19.92 -8.74 3.99
H -22.10 -9.90 4.09
H -22.18 -8.87 2.59
O -22.65 -6.85 -0.24
H -22.79 -6.26 0.52
H -22.78 -7.74 0.11

* SMILES: C[C@H]1COC(=O)O1.C[C@H]1COC(=O)O1.C[C@H]1COC(=O)O1.C[C@H]1COC(=O)O1.BrCCBr.O
* orbital gap: 10.41 eV
* HOMO energy: -10.2 eV
* net charge: 0
* multiplicity: 1
* total energy: -185856.231 eV
* energy above the lowest of the compared OMol25 structures with the same formula, charge and spin: 0.00 kJ/mol

These are the Löwdin partial charges, in e, on atoms 1 to 2: C -0.01; C -0.29